# C7H8N2O

2 unconnected molecules or ions with the total composition C7H8N2O (the ωB97M-V functional and the def2-TZVPD basis, OMol25).

Each line ends with the Mulliken charge.
Positions of all 18 atoms, in Å:
C1 2.144 -0.800 0.257  -0.456
C2 2.220 0.195 -0.730  -0.514
C3 0.959 -0.952 0.995  -0.481
C4 1.105 0.958 -0.962  -0.491
C5 -0.166 -0.172 0.771  -0.244
C6 -0.062 0.797 -0.249  0.564
C7 -3.775 -0.549 0.451  -0.163
N1 -3.353 -1.598 0.194  -0.144
N2 -1.050 1.728 -0.583  -0.281
O1 -2.021 1.918 0.409  -0.445
H1 2.851 -1.508 0.639  0.345
H2 3.066 0.384 -1.359  0.362
H3 1.044 -1.649 1.811  0.347
H4 1.303 1.674 -1.735  0.294
H5 -1.159 -0.222 1.352  0.388
H6 -0.743 2.682 -0.764  0.296
H7 -2.824 -2.277 -0.294  0.293
H8 -2.908 1.565 0.184  0.332

Calculated values
Strongest force on any atom (eV/A): 2.18
Charge: 0
ΔE to the lowest compared entry with this formula, charge and spin (kJ/mol): 335.8
E_LUMO (eV): 0.98
Gap between HOMO and LUMO (eV): 9.1